DFT (ωB97M-V with the def2-TZVPD basis set) results for a 3-piece molecular cluster, C38H83BN3O3 overall at a distorted geometry.

The calculation puts the LUMO energy at 2.2 eV. For the HOMO-LUMO gap, the calculation gives 6.08 eV. Its highest occupied orbital energy is -3.916 eV.

The geometry in ORCA input format:
```
! wB97M-V def2-TZVPD RIJCOSX def2/J DEFGRID3
* xyz -1 1
C 4.31163 -5.49095 0.04705
C 3.54316 -6.26568 -0.96363
C 2.41814 -5.44327 -1.50424
C 1.65060 -6.14802 -2.56600
C 1.11906 -5.20035 -3.63418
C -0.24204 -4.54507 -3.34368
C -1.11949 -4.71827 -4.55115
C -2.27011 -3.74891 -4.80726
C -1.87378 -2.50080 -5.61637
C -2.30041 -1.08215 -5.14361
C -1.19211 -0.07430 -4.96498
C -1.82380 1.33568 -4.79370
C -1.33566 2.32971 -3.74716
C 0.13670 2.33498 -3.42897
C 0.80989 3.69643 -3.23815
O 2.09344 3.53294 -3.87405
B 2.97070 2.93068 -2.83197
C 4.37086 3.81535 -2.70604
C 3.38880 1.35666 -3.07363
C 4.29514 0.79268 -1.98575
C 5.54149 0.09900 -2.48611
C 6.73198 0.98242 -2.66578
N 6.78173 1.61312 -3.99580
C 6.90091 0.69435 -5.05163
N 6.33422 0.85970 -6.13919
N 7.72623 -0.45147 -4.85376
O 2.21121 3.07953 -1.51701
C 1.32273 4.07351 -1.85158
O 0.40095 4.53531 -0.88348
C -0.73358 3.80172 -0.51056
C -0.61754 2.62982 0.40543
C -1.76742 1.66440 0.11735
C -1.34222 0.33300 -0.44021
H 5.04673 -6.09224 0.53683
H 4.79604 -4.66245 -0.42794
H 3.67154 -5.09279 0.80373
H 3.15632 -7.16056 -0.51512
H 4.20708 -6.52160 -1.76597
H 2.82787 -4.53079 -1.84990
H 1.75191 -5.25775 -0.68294
H 0.83139 -6.64608 -2.08731
H 2.27586 -6.87325 -3.04947
H 1.08519 -5.71449 -4.57283
H 1.81499 -4.39770 -3.73682
H -0.11859 -3.50708 -3.12058
H -0.73702 -4.96481 -2.48793
H -0.51576 -4.71971 -5.43153
H -1.54541 -5.69172 -4.41856
H -2.96562 -4.30324 -5.40258
H -2.77735 -3.49836 -3.89967
H -0.80543 -2.49846 -5.68127
H -2.27467 -2.63238 -6.60011
H -2.99608 -0.70410 -5.85955
H -2.83438 -1.16861 -4.21927
H -0.54218 -0.38735 -4.17579
H -0.65403 -0.04608 -5.88516
H -1.83790 1.82888 -5.73880
H -2.85184 1.16040 -4.54612
H -1.63435 3.31806 -4.03174
H -1.85410 2.10828 -2.83562
H 0.64935 1.93371 -4.26657
H 0.31743 1.69340 -2.59672
H 0.35578 4.48020 -3.80239
H 4.18404 4.87921 -2.69136
H 4.90353 3.59222 -1.80000
H 5.04319 3.60346 -3.51338
H 3.88219 1.25913 -4.02598
H 2.48620 0.75988 -3.09718
H 4.53999 1.51451 -1.22907
H 3.75451 0.02138 -1.49198
H 5.29735 -0.43658 -3.38208
H 5.81617 -0.63407 -1.75267
H 7.60921 0.38460 -2.51133
H 6.76649 1.74241 -1.92028
H 7.63789 2.15347 -4.00746
H 5.78341 1.71549 -6.08985
H 7.23506 -1.25872 -5.19701
H 8.58499 -0.33010 -5.36296
H 1.92760 4.94876 -2.03693
H -1.30443 3.54293 -1.37385
H -1.32810 4.51966 0.01749
H 0.34936 2.17838 0.41009
H -0.77268 3.01323 1.39240
H -2.33151 1.49867 1.01279
H -2.45150 2.12278 -0.56450
H -1.77356 -0.48608 0.06490
H -1.65033 0.26736 -1.46084
H -0.27707 0.24059 -0.43970
C -6.36202 5.30916 3.72542
C -5.39370 5.16428 4.89720
C -3.92494 5.22998 4.48331
C -3.47382 4.12198 3.53154
C -3.68714 2.70976 4.05883
C -2.90781 2.41202 5.34457
H -6.24608 4.49993 3.00404
H -7.39539 5.29017 4.07480
H -6.20233 6.25473 3.20410
H -5.59682 4.22954 5.42693
H -5.58655 5.96804 5.61274
H -3.30343 5.21396 5.38282
H -3.73321 6.19527 4.00526
H -2.41126 4.26449 3.31480
H -3.98880 4.22522 2.57284
H -3.37360 2.00551 3.28463
H -4.75025 2.51976 4.23335
H -1.83640 2.55324 5.19187
H -3.06154 1.38243 5.67234
H -3.22694 3.06282 6.16035
C -3.16583 -3.30704 10.23087
C -2.15883 -2.30769 9.66600
C -2.79684 -1.22722 8.79560
C -3.50080 -1.74362 7.54060
C -2.61714 -2.55554 6.59498
C -1.44655 -1.75860 6.02344
H -3.67258 -3.86027 9.43947
H -2.66744 -4.03590 10.87120
H -3.92392 -2.79854 10.82985
H -1.38902 -2.84167 9.10320
H -1.64465 -1.82021 10.49801
H -2.02880 -0.50370 8.51054
H -3.52338 -0.67066 9.39606
H -3.90862 -0.88624 6.99643
H -4.36289 -2.35187 7.82958
H -3.23653 -2.91117 5.76797
H -2.24148 -3.45015 7.09954
H -1.80667 -0.88342 5.47941
H -0.87521 -2.36499 5.33687
H -0.76705 -1.41946 6.80688
*
```

DFT (ωB97M-V with the def2-TZVPD basis set) results for C49H51N3O3P2PdS as an isolated structure at a distorted geometry.

As for the relative energy (zero: lowest compared OMol25 entry of this formula, charge and spin): 18.8 kcal per mole. The calculation puts the LUMO energy at 4.0 eV. For the HOMO-LUMO gap, the calculation gives 4.83 eV. Its highest occupied orbital energy is -0.844 eV.

The geometry in ORCA input format:
```
! wB97M-V def2-TZVPD RIJCOSX def2/J DEFGRID3
* xyz -2 1
Pd -0.28575 0.07317 0.25517
C 0.25049 -1.76179 3.35909
N -0.00871 -2.55415 2.12704
P -1.27674 -1.74825 1.24057
C -1.90862 -3.05549 0.09435
C -2.56572 -2.60768 -1.04924
C -3.20416 -3.50872 -1.89192
C -3.18582 -4.86549 -1.60228
C -2.52968 -5.31779 -0.46331
C -1.90156 -4.41732 0.38278
C -2.71468 -2.09182 2.35664
C -2.69282 -2.96896 3.43945
C -3.83235 -3.17223 4.20683
C -5.01430 -2.50940 3.90118
C -5.05739 -1.67084 2.79438
C -3.91873 -1.46912 2.03060
P 1.51153 -2.26598 1.19156
C 2.46085 -3.70121 1.93396
C 3.85631 -3.66217 1.90948
C 4.61125 -4.70343 2.43337
C 3.98956 -5.80086 3.01342
C 2.60247 -5.83780 3.07928
C 1.84936 -4.79848 2.54693
C 1.17505 -3.01586 -0.46759
C 0.81229 -2.11478 -1.47494
C 0.58664 -2.55001 -2.76969
C 0.72099 -3.89636 -3.08288
C 1.11101 -4.79266 -2.09884
C 1.34935 -4.35362 -0.80252
H -0.61811 -1.76736 4.01693
H 0.49354 -0.71636 3.12425
H 1.09426 -2.20315 3.89619
H -2.55861 -1.54019 -1.25653
H -3.71487 -3.15219 -2.77963
H -3.67614 -5.57175 -2.26318
H -2.51688 -6.37758 -0.23146
H -1.39672 -4.76579 1.27719
H -1.78624 -3.51582 3.67223
H -3.80290 -3.85811 5.04686
H -5.89610 -2.65727 4.51381
H -5.97895 -1.16538 2.52961
H -3.94063 -0.82806 1.15477
H 4.33934 -2.80413 1.45330
H 5.69403 -4.66157 2.38878
H 4.57848 -6.61916 3.41272
H 2.10138 -6.68350 3.53864
H 0.76911 -4.83041 2.60249
H 0.70863 -1.05548 -1.20978
H 0.29851 -1.83725 -3.53432
H 0.52140 -4.24724 -4.08949
H 1.22376 -5.84425 -2.34009
H 1.66256 -5.07008 -0.05346
C 7.31009 1.49330 -5.34419
C 6.47207 1.23218 -4.11700
C 6.91901 1.61047 -2.85537
C 6.18202 1.29692 -1.71994
C 4.98413 0.61259 -1.84267
C 4.51059 0.25461 -3.09562
C 5.25193 0.56739 -4.22340
S 4.08589 0.08806 -0.36378
O 4.89271 0.55315 0.74928
O 4.04672 -1.34913 -0.56843
N 2.61077 0.62507 -0.38114
C 2.26207 1.93796 -0.26598
C 3.16142 3.02896 -0.41658
C 2.69447 4.31952 -0.44958
C 1.33426 4.55331 -0.32639
C 0.51755 3.45954 -0.12129
N 0.93232 2.19108 -0.07305
H 8.11396 2.19626 -5.12385
H 6.70379 1.89856 -6.15651
H 7.76396 0.56440 -5.69815
H 7.85383 2.15382 -2.76183
H 6.52022 1.56344 -0.72618
H 3.56962 -0.27890 -3.16645
H 4.88974 0.29134 -5.20858
H 4.21216 2.83724 -0.51520
H 3.38657 5.14528 -0.58052
H 0.91996 5.55147 -0.37121
H -0.54585 3.60762 0.01920
C -1.59956 2.20682 2.39806
C -2.94187 2.84566 1.99711
C -4.11381 1.88368 2.21577
C -2.90448 3.32958 0.55473
C -3.08436 4.67713 0.30222
C -2.97382 5.21309 -0.98069
C -2.60991 4.35231 -2.00849
C -2.42631 2.98910 -1.82007
C -1.92841 2.20901 -3.03745
C -1.19412 0.89078 -2.75597
C -3.08469 1.96932 -4.01916
C -2.65487 2.39422 -0.52893
O -2.64101 1.12871 -0.34547
H -1.65262 1.77826 3.40517
H -0.80815 2.96017 2.38148
H -1.32549 1.41526 1.68284
H -3.09693 3.72226 2.63892
H -4.04122 1.10134 1.46699
H -5.06995 2.40246 2.09440
H -4.07947 1.42949 3.21200
H -3.29863 5.34261 1.13599
H -3.11813 6.27264 -1.16072
H -2.42949 4.76779 -2.99887
H -1.20609 2.86801 -3.53274
H -1.89820 0.06048 -2.69752
H -0.65951 0.93764 -1.80282
H -0.47603 0.68979 -3.55916
H -3.85687 1.36826 -3.53207
H -2.74098 1.43993 -4.91587
H -3.53467 2.91631 -4.32682
*
```

Number 2 is which compound?
C49H51N3O3P2PdS

Number 2 is which compound?
C49H51N3O3P2PdS